Entry 1:
97
Properties=species:S:1:pos:R:3:mulliken_charge:R:1 method="wB97M-V/def2-TZVPD" e_homo_ev=-12.76 energy_ha=-5642.87988 charge=+2 homo_lumo_gap_ha=0.2564 lumo_energy_ha=-0.2125
Au 0.051 0.350 0.097 2.5253
C 3.354 -0.056 -1.533 -0.7774
P 2.001 -0.834 -2.402 0.9861
C 2.330 -2.597 -2.372 -1.1875
C 2.034 -0.340 -4.122 -1.1865
O 0.630 -0.488 -1.818 -0.5543
H 4.304 -0.332 -1.992 0.4795
H 3.348 -0.399 -0.498 0.3324
H 3.238 1.028 -1.537 -0.0955
H 3.268 -2.799 -2.891 0.4845
H 1.529 -3.140 -2.874 0.3715
H 2.420 -2.929 -1.337 0.2234
H 3.034 -0.468 -4.540 0.4265
H 1.735 0.706 -4.206 0.1441
H 1.333 -0.956 -4.686 0.4069
C 0.344 3.727 -0.037 -0.6320
P -0.855 2.458 -0.498 -0.7111
C -1.305 2.689 -2.226 1.2275
C -1.921 3.900 -2.557 -0.5400
C -2.271 4.161 -3.869 -0.9147
C -2.011 3.219 -4.858 -0.7678
C -1.405 2.017 -4.530 -1.1188
C -1.050 1.747 -3.215 0.3424
C -2.361 2.839 0.425 0.8486
C -3.604 2.546 -0.138 -0.8013
C -4.767 2.829 0.560 -0.8415
C -4.703 3.396 1.825 -0.7939
C -3.470 3.691 2.389 -0.9510
C -2.305 3.417 1.693 -0.4111
P 2.049 3.511 -0.743 0.8909
C 1.863 4.220 -2.418 0.2027
C 2.430 3.526 -3.482 -0.0631
C 2.374 4.031 -4.775 -0.6494
C 1.747 5.243 -5.011 -0.6220
C 1.191 5.955 -3.953 -0.7913
C 1.254 5.450 -2.666 -0.2580
C 2.903 4.877 0.127 0.5495
C 3.923 5.550 -0.546 -0.7172
C 4.662 6.531 0.096 -0.7291
C 4.397 6.852 1.420 -0.5588
C 3.393 6.183 2.100 -0.6782
C 2.654 5.197 1.460 -0.2904
H 0.456 3.630 1.044 -0.4006
H -0.078 4.716 -0.239 0.8107
H -2.135 4.636 -1.791 0.5051
H -2.747 5.099 -4.122 0.4911
H -2.287 3.425 -5.884 0.4541
H -1.207 1.284 -5.302 0.5253
H -0.578 0.809 -2.960 0.3318
H -3.667 2.110 -1.127 0.5304
H -5.727 2.610 0.111 0.4961
H -5.613 3.610 2.370 0.4535
H -3.416 4.140 3.372 0.5055
H -1.356 3.665 2.154 0.3788
H 2.951 2.594 -3.292 0.5003
H 2.833 3.490 -5.592 0.4773
H 1.706 5.647 -6.014 0.4293
H 0.722 6.914 -4.134 0.4767
H 0.850 6.035 -1.847 0.4523
H 4.136 5.319 -1.583 0.3799
H 5.445 7.049 -0.442 0.4209
H 4.971 7.621 1.918 0.3954
H 3.180 6.427 3.132 0.4328
H 1.882 4.687 2.024 0.1438
C 0.904 -4.675 1.649 -1.1963
As -0.196 -3.190 1.133 0.8415
C -1.629 -3.084 2.414 -1.0695
C -0.900 -3.557 -0.621 -0.6593
S 1.133 -1.494 1.247 -0.5671
H 0.278 -5.564 1.724 0.4431
H 1.358 -4.458 2.614 0.4157
H 1.681 -4.830 0.903 0.4024
H -2.565 -2.874 1.902 0.2984
H -1.408 -2.293 3.127 0.3478
H -1.698 -4.040 2.930 0.4935
H -1.985 -3.509 -0.578 0.3438
H -0.580 -4.555 -0.916 0.5359
H -0.526 -2.805 -1.313 -0.1620
N -6.148 -0.085 2.629 -0.4906
C -5.550 -0.290 1.671 -0.1672
C -4.771 -0.529 0.488 -0.1361
C -5.365 -0.711 -0.756 -0.2911
C -4.539 -0.879 -1.855 -1.2933
C -3.167 -0.874 -1.663 -0.3249
N -2.588 -0.720 -0.469 0.4576
C -3.382 -0.535 0.583 -0.0623
H -6.442 -0.711 -0.855 0.5841
H -4.950 -1.015 -2.845 0.5027
H -2.495 -1.005 -2.505 0.4891
H -2.908 -0.357 1.540 0.6243
C 0.767 1.934 3.848 -0.8905
O 0.753 1.604 2.427 -0.1006
C -0.290 0.905 2.022 0.0558
O -1.240 0.580 2.657 -0.4301
H 1.635 2.569 3.981 0.2640
H 0.859 1.019 4.427 0.3597
H -0.151 2.453 4.115 0.3914

---

Entry 2:
108
Properties=species:S:1:pos:R:3:mulliken_charge:R:1 method="wB97M-V/def2-TZVPD" e_homo_ev=-7.16 energy_ha=-3075.16168 homo_lumo_gap_ha=0.2449 lumo_energy_ha=-0.0181
Li 0.921 1.713 2.880 0.7356
B 0.461 -0.441 1.357 0.9389
F 0.827 0.759 0.697 -0.1335
F 1.538 -1.241 1.537 -0.3113
F -0.095 -0.067 2.594 -0.4146
F -0.645 -0.984 0.572 -0.4956
C -0.293 4.654 2.102 -0.9069
O 0.338 3.488 1.713 -0.1557
H 0.354 5.366 2.363 0.4559
H -1.287 4.491 2.742 0.2323
H -0.690 5.113 1.240 0.2383
H 0.769 3.765 0.837 0.1777
C -2.926 1.696 -0.504 -0.7256
O -3.198 0.354 0.095 -0.5117
H -3.774 2.337 -0.862 0.4025
H -2.024 1.689 -1.250 0.1298
H -2.634 2.354 0.180 0.3883
H -2.452 -0.143 0.613 0.1927
C 3.830 2.071 2.910 -0.4986
O 2.975 0.992 2.801 -0.3828
H 4.905 1.884 2.936 0.3350
H 3.480 2.829 3.695 0.2874
H 3.783 2.569 1.867 0.0475
H 3.462 0.134 3.192 0.2709
C 1.239 6.057 -0.886 -0.0519
C 0.559 7.238 -1.319 -1.0970
C -0.559 7.074 -2.109 0.7215
C -0.941 5.756 -2.488 -0.9275
C -0.181 4.570 -2.053 -0.1958
C 0.838 4.740 -1.249 -0.2678
O 1.604 3.688 -0.902 -0.3343
O -1.239 8.110 -2.814 -0.5908
H 2.181 6.193 -0.310 0.3474
H 0.838 8.074 -1.034 0.6993
H -1.769 5.731 -3.168 0.3896
H -0.694 3.766 -2.460 0.6631
H 1.610 2.676 -1.324 0.2644
H -0.754 9.042 -2.604 0.3224
C -3.075 -2.196 4.920 -0.6159
C -2.300 -2.277 3.730 0.2137
C -1.867 -3.518 3.287 0.2260
C -2.001 -4.729 4.041 -1.5496
C -2.798 -4.556 5.192 -0.2314
C -3.381 -3.410 5.557 0.5930
O -4.163 -3.352 6.695 -0.6341
O -1.024 -3.451 2.169 -0.4355
H -3.637 -1.170 5.203 0.2078
H -2.036 -1.426 3.140 0.3321
H -1.687 -5.529 3.809 0.9744
H -2.633 -5.527 5.704 0.2531
H -4.562 -4.242 7.124 0.3366
H -0.831 -2.699 1.686 0.0779
C 6.506 2.655 0.119 -0.5537
C 5.313 2.265 -0.465 -0.0165
C 4.690 1.098 -0.116 -0.2123
C 5.368 0.104 0.669 -0.3162
C 6.655 0.416 1.220 -1.1369
C 7.128 1.707 1.005 0.7093
O 8.363 1.914 1.503 -0.5006
O 3.461 0.980 -0.514 -0.2362
H 7.002 3.639 0.011 0.2990
H 4.661 2.929 -1.248 0.1115
H 5.055 -0.638 1.205 0.9909
H 7.166 -0.256 1.870 0.4171
H 8.620 2.690 1.122 0.2647
H 3.092 0.514 0.208 0.1817
C -6.432 -1.849 0.123 -0.8629
C -7.067 -2.480 1.256 -0.5340
C -6.308 -3.237 2.127 0.3924
C -4.856 -3.299 2.072 -0.4253
C -4.282 -2.828 0.899 0.3205
C -5.037 -2.152 -0.092 0.4475
O -4.365 -1.653 -1.144 -0.3870
O -6.868 -3.738 3.297 -0.5655
H -7.065 -1.298 -0.685 0.2766
H -8.169 -2.501 1.109 0.2555
H -4.214 -3.690 2.706 0.7846
H -3.059 -2.674 0.943 -0.0354
H -3.634 -1.216 -0.971 0.0833
H -7.854 -3.382 3.320 0.3245
C -1.493 -1.506 -3.175 0.0011
C -1.338 -2.860 -3.633 -0.5371
C -1.500 -3.141 -5.044 0.6370
C -1.915 -2.153 -5.836 -0.7864
C -2.072 -0.863 -5.323 -0.2603
C -1.931 -0.464 -4.097 0.0170
O -2.044 0.768 -3.550 -0.1992
O -1.301 -4.423 -5.436 -0.5548
H -1.567 -1.435 -2.050 0.1308
H -1.196 -3.674 -2.955 0.5413
H -2.097 -2.306 -6.957 0.2795
H -2.567 -0.067 -5.944 0.1646
H -2.545 1.313 -4.117 0.2246
H -0.937 -4.806 -4.755 0.2940
C 4.389 -1.951 -2.056 -0.7526
C 3.609 -2.334 -1.039 -0.1081
C 2.539 -3.082 -1.356 0.6789
C 2.277 -3.593 -2.609 -0.4575
C 3.111 -3.253 -3.633 -0.9929
C 4.100 -2.358 -3.363 0.7619
O 4.877 -1.932 -4.297 -0.5749
O 1.720 -3.564 -0.306 -0.5872
H 5.268 -1.318 -1.900 0.4394
H 3.564 -2.168 0.074 0.1172
H 1.419 -4.257 -2.811 0.3105
H 3.018 -3.527 -4.535 0.6675
H 4.581 -2.088 -5.213 0.3110
H 1.839 -2.947 0.473 0.1707

---

Entry 3:
97
Properties=species:S:1:pos:R:3:mulliken_charge:R:1 method="wB97M-V/def2-TZVPD" e_homo_ev=-10.26 energy_ha=-7708.37196 charge=+1 homo_lumo_gap_ha=0.2583 lumo_energy_ha=-0.1187
Hf -0.239 -0.235 -0.424 -1.3832
O -1.353 -1.554 0.525 0.1391
C -1.148 -2.454 1.481 0.6034
C -2.197 -2.857 2.306 -0.8035
C -1.999 -3.834 3.259 -0.5230
C -0.749 -4.440 3.420 -0.9972
C 0.286 -4.066 2.597 -0.5781
C 0.109 -3.079 1.616 0.5152
C 1.162 -2.841 0.660 -0.4917
N 1.104 -1.919 -0.241 1.0886
N 2.082 -1.971 -1.240 -0.8949
C 1.822 -1.140 -2.196 0.3827
O 0.766 -0.326 -2.166 -0.2968
C 2.710 -1.112 -3.372 0.2930
C 3.904 -1.832 -3.381 -0.5487
C 4.712 -1.812 -4.503 -0.7973
C 4.334 -1.082 -5.625 -0.3981
C 3.148 -0.363 -5.618 -0.9810
C 2.339 -0.377 -4.492 -0.0303
H -3.162 -2.377 2.189 0.4338
H -2.828 -4.137 3.887 0.4702
H -0.608 -5.212 4.164 0.4356
H 1.257 -4.541 2.687 0.4837
H 2.005 -3.526 0.619 0.4279
H 4.181 -2.408 -2.508 0.4167
H 5.642 -2.366 -4.505 0.4183
H 4.959 -1.087 -6.509 0.4049
H 2.855 0.209 -6.488 0.4237
H 1.406 0.171 -4.483 0.5580
C 3.918 -1.032 1.378 -1.3945
C 3.750 0.491 1.362 0.3111
C 3.187 1.006 0.034 -2.1655
P 2.738 1.247 2.728 0.1358
C 3.781 0.948 4.235 0.4265
C 4.420 -0.428 4.484 -1.4632
C 3.071 1.493 5.482 -1.6138
C 1.183 0.238 2.967 1.3462
C 0.993 -0.543 4.113 -0.2362
C -0.266 -0.792 4.639 -1.3413
C -1.385 -0.241 4.036 -0.7151
C -1.239 0.437 2.839 -0.1537
C 0.018 0.642 2.274 -2.0265
N 0.077 1.218 0.954 1.4936
C -0.066 2.614 0.793 0.8253
C 0.207 3.505 1.836 -0.5416
C 0.208 4.868 1.619 -1.0914
C -0.075 5.388 0.358 -0.8095
C -0.422 4.519 -0.656 -0.2689
C -0.444 3.137 -0.454 -0.3109
P -1.167 2.015 -1.699 1.1768
C -0.246 2.323 -3.296 0.9734
C -0.865 3.350 -4.244 -1.5909
C 1.217 2.685 -3.019 -1.5068
C -2.816 2.820 -1.955 0.5710
C -3.532 3.140 -0.642 -1.3532
C -3.701 1.988 -2.902 -1.5677
H 4.783 -1.338 1.962 0.3572
H 3.038 -1.519 1.804 0.0611
H 4.056 -1.411 0.362 0.3307
H 4.727 0.970 1.489 0.7743
H 2.209 0.570 -0.148 0.8917
H 3.053 2.089 0.060 0.5045
H 3.844 0.758 -0.803 0.7798
H 4.592 1.654 4.024 0.4995
H 3.765 -1.263 4.235 0.2186
H 5.336 -0.549 3.907 0.2730
H 4.687 -0.521 5.539 0.4669
H 2.253 0.850 5.808 0.3195
H 3.783 1.564 6.306 0.5298
H 2.660 2.488 5.301 0.3863
H 1.853 -0.940 4.632 0.5022
H -0.367 -1.385 5.540 0.4578
H -2.363 -0.344 4.489 0.4075
H -2.105 0.834 2.320 0.4797
H 0.436 3.111 2.817 0.5020
H 0.441 5.536 2.438 0.4084
H -0.047 6.455 0.183 0.4807
H -0.701 4.919 -1.624 0.2495
H -0.267 1.348 -3.787 0.2139
H -0.264 3.379 -5.155 0.4681
H -1.885 3.105 -4.535 0.3884
H -0.853 4.357 -3.821 0.2781
H 1.292 3.660 -2.538 0.4439
H 1.715 1.955 -2.381 0.1744
H 1.764 2.732 -3.963 0.4444
H -2.570 3.763 -2.441 0.6140
H -3.734 2.240 -0.063 0.0740
H -2.958 3.824 -0.018 0.2828
H -4.492 3.612 -0.865 0.4593
H -4.361 1.336 -2.335 0.2902
H -4.329 2.647 -3.504 0.4316
H -3.122 1.364 -3.588 0.3289
Br -2.030 -1.771 -2.415 0.0701
C -3.584 -2.054 -1.277 -0.5192
Br -4.030 -0.483 -0.260 -0.0400
H -3.342 -2.859 -0.597 0.2678
H -4.416 -2.290 -1.925 0.5688

---

Entry 4:
95
Properties=species:S:1:pos:R:3:mulliken_charge:R:1 method="wB97M-V/def2-TZVPD" e_homo_ev="-15.56 / -15.73" energy_ha=-3167.58508 spin_multiplicity=4 charge=+3 homo_lumo_gap_ha="0.2590 / 0.1731" lumo_energy_ha="-0.3128 / -0.4050"
W -0.370 0.194 -0.378 2.3356
N 0.420 -1.136 -2.132 -0.8774
C -0.789 -0.847 -2.961 -0.4847
C -1.804 -0.504 -1.882 -1.1937
N -2.036 0.646 0.594 -0.2097
C -2.139 0.572 2.039 -0.7179
C -0.993 1.409 2.572 -0.4222
N 0.225 0.940 1.859 -0.4871
H 0.410 -2.118 -1.869 0.1931
H 1.279 -0.997 -2.659 0.0704
H -1.069 -1.679 -3.610 0.4603
H -0.558 0.009 -3.594 0.2740
H -2.561 0.207 -2.214 0.6032
H -2.341 -1.403 -1.572 0.5568
H -2.897 0.929 0.147 0.2781
H -2.017 -0.466 2.380 0.0925
H -3.101 0.929 2.407 0.5832
H -0.891 1.325 3.654 0.5434
H -1.155 2.454 2.309 0.1274
H 0.564 0.100 2.323 0.1736
H 0.971 1.624 1.959 0.2501
C 2.010 2.624 -1.523 -2.0488
C 0.965 3.456 -0.791 -1.7496
P -0.681 2.734 -1.184 1.5205
C -1.856 3.692 -0.191 1.0702
C -3.216 3.499 -0.448 -0.7985
C -4.169 4.218 0.251 -0.8634
C -3.772 5.139 1.215 -0.6309
C -2.425 5.344 1.466 -0.7133
C -1.464 4.621 0.768 -0.7335
C -0.988 3.333 -2.873 1.1778
C -0.714 4.669 -3.181 -0.7259
C -0.965 5.155 -4.452 -0.8462
C -1.511 4.325 -5.424 -0.5554
C -1.826 3.012 -5.115 -0.9116
C -1.563 2.518 -3.844 -0.5084
P 2.170 0.982 -0.726 1.7621
C 3.116 1.307 0.791 0.1736
C 3.785 2.503 1.044 -0.7985
C 4.584 2.634 2.174 -0.9152
C 4.732 1.575 3.056 -0.8561
C 4.060 0.381 2.822 -0.7530
C 3.254 0.255 1.704 0.3612
C 3.362 0.180 -1.850 1.2818
C 4.575 -0.328 -1.389 -0.7232
C 5.482 -0.885 -2.282 -0.7000
C 5.185 -0.952 -3.635 -0.8247
C 3.983 -0.439 -4.105 -0.7324
C 3.079 0.129 -3.221 -0.9023
H 2.992 3.095 -1.561 0.8676
H 1.700 2.472 -2.561 0.6519
H 0.997 4.499 -1.104 0.7888
H 1.127 3.433 0.290 0.7017
H -3.530 2.807 -1.224 0.4703
H -5.219 4.075 0.037 0.4805
H -4.515 5.707 1.757 0.4480
H -2.116 6.078 2.197 0.4658
H -0.419 4.814 0.971 0.3580
H -0.332 5.351 -2.432 0.3570
H -0.743 6.187 -4.683 0.4597
H -1.710 4.712 -6.414 0.4380
H -2.282 2.371 -5.857 0.4763
H -1.837 1.502 -3.611 0.2809
H 3.706 3.346 0.372 0.3653
H 5.104 3.565 2.353 0.4673
H 5.371 1.677 3.922 0.4377
H 4.181 -0.446 3.510 0.4746
H 2.728 -0.681 1.513 0.0664
H 4.833 -0.273 -0.340 0.4033
H 6.432 -1.253 -1.918 0.4758
H 5.897 -1.382 -4.326 0.4332
H 3.757 -0.463 -5.163 0.4985
H 2.176 0.581 -3.620 0.1583
S -1.267 -3.006 0.746 0.0524
C -0.542 -1.692 0.458 -0.2893
C 3.573 -3.647 2.981 -1.2634
P 1.899 -3.521 2.294 0.9175
C 0.811 -4.413 3.424 -1.2147
C 1.975 -4.236 0.674 0.6939
C 1.370 -5.456 0.345 -0.4320
C 1.510 -5.954 -0.938 -0.7955
C 2.203 -5.229 -1.903 -0.6343
C 2.786 -4.004 -1.587 -0.4710
C 2.667 -3.502 -0.304 -0.2135
H 4.316 -3.293 2.268 0.3961
H 3.726 -4.715 3.166 0.4577
H 3.664 -3.099 3.917 0.4367
H 0.871 -5.481 3.203 0.4668
H -0.226 -4.091 3.359 0.3120
H 1.169 -4.244 4.439 0.4443
H 0.821 -6.031 1.077 0.2996
H 1.079 -6.914 -1.190 0.4478
H 2.283 -5.620 -2.908 0.4783
H 3.335 -3.449 -2.336 0.4650
H 3.121 -2.547 -0.058 0.2157

---

The energy above the lowest of the compared OMol25 structures with the same formula, charge and spin results, record by record, are as follows: 0.00, 65.84, 75.68, 194.83 kJ/mol.